# C14H39NO6

A 6-piece molecular cluster, C14H39NO6 overall (wB97M-V/def2-TZVPD, OMol25).

XYZ file:
```
60
Properties=species:S:1:pos:R:3:forces:R:3:mulliken_charge:R:1
C 2.746 -1.340 -0.619 0.49 -0.69 0.19 -1.608
C 1.631 -2.365 -0.391 -0.26 -0.76 -1.08 1.288
C 1.142 -2.198 1.038 0.37 -0.71 0.56 -0.807
C -0.215 -2.766 1.382 -0.68 -1.19 -1.36 -0.770
C -1.256 -2.193 0.380 1.34 -1.47 -0.27 -1.306
C -0.860 -2.458 -1.103 -0.29 -0.23 0.78 1.782
N 0.523 -1.947 -1.295 -0.21 -0.30 -0.88 0.894
O 0.869 -2.126 -2.698 0.28 0.35 0.86 -0.639
C -1.080 -3.936 -1.477 0.84 -1.65 1.26 -1.654
C -1.726 -1.608 -2.011 -0.39 1.49 0.34 -1.723
C 2.151 -3.851 -0.657 -0.05 1.10 2.02 -1.704
H 2.419 -0.310 -0.378 0.26 -0.65 -0.06 0.164
H 3.051 -1.406 -1.662 0.10 0.24 -0.03 0.409
H 3.609 -1.658 0.004 -0.37 0.52 -0.25 0.392
H 1.936 -2.644 1.652 -0.20 0.32 0.16 0.531
H 1.118 -1.143 1.206 0.08 0.74 0.45 0.089
H -0.586 -2.566 2.370 0.28 0.57 0.66 0.443
H -0.219 -3.879 1.368 0.13 0.48 -0.33 0.415
H -1.277 -1.127 0.598 -0.79 0.07 -0.25 0.181
H -2.165 -2.786 0.484 -0.50 0.80 0.37 0.362
H -0.844 -4.693 -0.679 0.19 1.02 -0.16 0.301
H -2.103 -4.242 -1.664 -0.38 0.64 -0.53 0.471
H -0.443 -4.289 -2.288 -0.26 0.29 -0.36 0.255
H -1.419 -1.769 -3.011 0.39 -0.05 -1.10 0.539
H -2.825 -1.751 -2.036 0.61 -0.20 0.72 0.353
H -1.492 -0.540 -1.763 -0.48 -0.69 -0.26 0.159
H 2.578 -4.000 -1.623 0.21 -0.01 -0.83 0.454
H 1.340 -4.558 -0.472 0.15 -0.02 -0.12 0.349
H 2.969 -4.074 0.089 -0.81 0.25 -0.72 0.387
H 1.118 -3.052 -2.837 -0.07 -0.05 0.22 0.344
C -2.375 0.431 3.172 1.81 -1.63 0.48 -0.816
O -1.644 0.918 2.051 0.81 -0.76 0.47 -0.371
H -3.293 0.934 3.164 -1.21 0.90 0.50 0.327
H -2.602 -0.657 3.192 0.04 0.25 -0.90 0.241
H -1.782 0.473 4.110 -0.49 0.90 -0.32 0.325
H -0.683 0.729 2.193 -0.91 0.42 0.01 0.338
C -3.615 4.235 0.995 0.00 1.04 0.37 -0.590
O -3.433 4.264 -0.407 0.60 1.12 -0.16 -0.507
H -2.726 4.061 1.603 0.41 0.17 -0.33 0.231
H -4.146 5.118 1.387 0.31 0.00 -0.25 0.353
H -4.254 3.434 1.198 -1.03 -1.45 0.24 0.215
H -3.129 5.165 -0.645 -0.22 -0.93 0.12 0.298
C -0.542 2.155 -0.677 -1.25 1.72 0.44 -0.749
O 0.665 1.454 -0.831 0.32 -1.22 -0.44 -0.475
H -1.135 2.251 -1.591 0.48 0.21 -0.25 0.439
H -1.235 1.710 0.020 0.04 -0.50 0.44 0.330
H -0.334 3.177 -0.243 0.04 -1.02 -0.73 0.259
H 0.494 0.593 -1.287 0.22 0.64 0.50 0.132
C 2.149 4.535 -2.018 2.01 0.05 -0.13 -0.680
O 2.533 3.580 -1.041 -0.74 -0.91 -0.27 -0.483
H 1.456 5.232 -1.634 -1.00 0.86 0.65 0.299
H 3.107 5.083 -2.180 -0.85 -0.13 -0.43 0.244
H 1.738 4.184 -2.972 0.33 -0.47 0.20 0.271
H 1.971 2.776 -1.091 0.29 0.59 -0.03 0.328
C 2.279 2.121 2.106 -0.70 0.31 0.01 -0.655
O 1.274 1.115 2.009 -0.37 -0.27 -0.43 -0.515
H 1.894 3.058 1.659 0.53 -0.31 0.25 0.258
H 2.491 2.256 3.162 -0.02 0.15 0.11 0.264
H 3.183 1.787 1.618 0.33 0.11 -0.30 0.275
H 1.005 1.104 1.071 0.25 -0.01 0.17 0.064
```
Positions in Å, forces in eV/Å.

Calculated values
Molecular weight in g/mol: 317.47
Kohn-Sham gap in hartree: 0.3600
E_HOMO in eV: -9.123
Energy relative to the best compared isomer or geometry (same formula, charge and spin) in kcal/mol: 25.9

# C14H40BaHg2N2O20S3

C14H40BaHg2N2O20S3 as an isolated structure (wB97M-V/def2-TZVPD, OMol25).

XYZ file:
```
82
Properties=species:S:1:pos:R:3:forces:R:3:mulliken_charge:R:1
Ba -33.947 18.324 26.938 2.44 -0.18 0.70 1.817
Hg -28.333 17.504 27.031 -0.67 0.06 -0.09 0.882
Hg -29.399 24.250 24.419 0.07 -0.26 0.04 0.157
S -29.756 19.380 23.951 -4.03 2.98 0.38 1.136
O -30.566 19.138 22.786 -0.94 -0.90 -1.47 -0.653
O -29.341 20.761 24.019 0.60 2.61 -0.21 -0.560
O -30.528 19.108 25.168 -2.27 -0.93 2.08 -0.773
O -28.577 18.651 24.075 5.73 -4.42 0.31 -0.508
S -26.668 22.253 27.942 -1.27 -2.37 -0.07 1.196
O -27.304 20.867 27.975 1.46 2.16 -0.90 -0.298
O -26.722 22.755 29.304 -0.22 0.93 0.87 -0.408
O -25.287 22.338 27.530 0.33 -0.81 -0.27 -0.421
O -27.519 23.114 27.110 -0.45 0.04 0.21 -0.355
S -31.147 17.217 30.052 2.11 -4.56 3.13 1.279
O -31.971 18.305 30.137 -5.69 7.14 0.33 -0.698
O -31.189 16.773 28.692 -1.18 -2.68 -4.37 -0.672
O -29.730 17.656 30.118 2.49 -0.02 0.34 -0.559
O -31.512 16.265 31.140 1.26 0.40 -1.84 -0.646
C -23.822 19.256 23.126 1.15 0.73 -0.69 -0.289
C -22.647 19.928 22.320 0.48 -0.29 2.00 -0.405
O -21.942 20.780 23.284 -0.90 0.08 -0.65 -0.508
O -24.427 20.230 23.962 -0.14 -0.41 -0.30 -0.480
H -23.391 18.440 23.706 -0.07 -0.03 0.24 0.214
H -24.577 18.854 22.451 0.19 -0.19 -0.23 0.298
H -23.018 20.432 21.428 0.14 0.40 0.14 0.237
H -21.852 19.220 22.083 -0.65 -0.62 -0.69 0.328
H -21.013 20.813 23.044 -0.07 -0.03 -0.14 0.295
H -25.366 20.116 23.803 -0.22 0.33 0.33 0.310
C -34.866 19.964 20.894 -0.53 -1.62 -0.87 -0.062
C -34.636 18.443 21.130 -1.68 0.76 -1.32 -0.771
O -34.186 18.336 22.469 0.56 -0.66 -0.43 -0.426
O -33.620 20.571 20.755 0.44 0.50 0.32 -0.432
H -35.473 20.300 21.735 0.20 0.38 0.28 0.165
H -35.415 20.209 19.984 -0.21 -0.32 -0.08 0.315
H -33.953 18.027 20.390 0.86 0.35 0.19 0.323
H -35.475 17.791 20.887 -0.71 0.35 0.81 0.354
H -33.263 18.506 22.265 0.84 -0.19 1.46 0.275
H -32.975 19.963 21.125 0.56 0.50 0.06 0.262
C -27.647 15.077 18.727 0.12 -2.52 1.51 -0.581
C -28.457 16.204 19.263 0.26 0.88 -1.71 -0.086
O -29.632 15.821 19.871 -1.09 -0.80 1.07 -0.533
O -26.736 14.489 19.699 0.79 0.94 -0.38 -0.538
H -27.226 15.341 17.757 0.91 0.09 0.45 0.307
H -28.234 14.180 18.529 -1.07 0.60 -0.63 0.279
H -28.720 16.666 18.312 -0.15 0.94 -0.12 0.227
H -27.929 16.924 19.890 0.54 -0.18 -0.14 0.324
H -29.990 16.611 20.284 -0.19 -0.06 0.23 0.302
H -27.120 13.685 20.057 -0.11 0.17 -0.17 0.299
C -29.178 21.719 18.765 0.95 -0.11 -1.52 -1.517
C -29.151 23.210 19.135 -0.44 -0.90 -1.49 0.639
C -29.854 24.112 18.082 0.00 0.03 0.21 -0.802
O -29.498 24.047 16.725 0.38 -1.24 -0.84 -0.363
C -28.215 24.493 16.434 1.23 0.75 1.43 -0.774
N -29.763 23.343 20.430 -0.18 -0.13 1.02 -0.625
H -28.949 21.008 19.559 -0.12 0.38 0.50 0.549
H -28.352 21.562 18.071 -0.06 -0.23 -0.45 0.311
H -30.081 21.367 18.267 -0.21 0.26 0.06 0.311
H -28.100 23.481 19.238 0.05 0.28 -0.01 0.177
H -29.706 25.150 18.383 -0.25 0.25 0.42 0.433
H -30.913 23.866 18.010 -0.13 0.05 0.65 0.292
H -27.950 24.540 15.378 -0.63 0.10 0.10 0.298
H -27.392 23.999 16.951 -0.05 -1.39 -0.16 0.290
H -28.052 25.418 16.988 -0.29 1.16 -0.72 0.340
H -29.521 22.419 20.760 0.33 0.16 1.46 0.171
H -30.760 23.184 20.402 -0.61 0.54 -0.53 0.280
C -26.564 14.065 25.267 1.92 0.48 -0.62 -1.362
C -27.769 13.510 25.879 -0.49 -0.63 -0.58 0.299
C -27.557 13.176 27.310 -0.97 2.03 1.02 -0.876
O -27.614 14.479 27.986 1.11 -1.60 0.34 -0.149
C -27.423 14.227 29.385 -1.30 0.65 -0.03 -0.858
N -28.805 14.516 25.546 -0.47 -0.83 0.06 -0.488
H -26.709 14.341 24.223 0.03 -0.17 -0.09 0.373
H -25.737 13.359 25.342 0.16 0.09 -0.12 0.390
H -26.286 14.986 25.778 0.11 -0.01 0.10 0.225
H -28.021 12.558 25.412 -0.03 -0.26 -0.33 0.334
H -26.633 12.645 27.537 0.38 0.27 -0.32 0.410
H -28.336 12.491 27.645 -0.47 0.27 0.45 0.414
H -27.421 15.149 29.966 0.17 0.25 -0.40 0.269
H -26.522 13.663 29.624 -0.06 -0.22 -0.20 0.281
H -28.364 13.746 29.655 0.32 -0.60 0.73 0.347
H -29.725 14.147 25.742 -0.43 0.03 0.91 0.206
H -28.817 14.339 24.551 0.00 1.01 -0.71 0.254
```
Positions in Å, forces in eV/Å.

Calculated values
Molecular weight in g/mol: 1191.18
Kohn-Sham gap in hartree: 0.0973
E_HOMO in eV: -7.766

# C14H40Cl3O16

A 8-piece molecular cluster, C14H40Cl3O16 overall (wB97M-V/def2-TZVPD, OMol25).

XYZ file:
```
73
Properties=species:S:1:pos:R:3:forces:R:3:mulliken_charge:R:1
Cl -1.006 -0.784 -0.278 -2.83 0.75 0.87 1.756
O -1.601 0.401 -0.847 0.54 0.13 -0.22 -0.671
O -0.902 -0.602 1.155 -0.51 -0.71 -0.47 -0.648
O -1.850 -1.901 -0.633 0.67 -0.08 0.40 -0.649
O 0.322 -0.969 -0.781 0.48 -0.96 -1.84 -0.696
C -3.256 0.060 3.457 0.38 0.48 0.66 -0.301
C -4.166 0.836 2.538 0.98 0.64 -0.06 -0.155
O -5.446 0.296 2.464 -0.70 -0.33 -0.34 -0.546
O -3.060 -1.265 3.023 0.06 -0.18 -0.09 -0.533
H -3.662 0.050 4.474 -0.30 -0.31 -0.13 0.298
H -2.301 0.591 3.579 0.01 -0.01 -0.33 0.213
H -3.673 0.929 1.563 -0.14 -0.24 -0.19 0.047
H -4.253 1.867 2.886 -0.13 0.01 0.25 0.357
H -5.387 -0.517 1.947 -0.03 -0.04 0.19 0.322
H -2.343 -1.241 2.373 -0.02 -0.02 0.00 0.320
C -3.595 -4.743 0.622 0.26 -0.28 -0.84 -0.411
C -2.460 -4.789 1.611 1.27 0.35 0.27 0.201
O -1.550 -5.884 1.442 -0.66 -0.32 -0.27 -0.583
O -4.247 -3.510 0.821 -0.77 -0.10 0.00 -0.541
H -4.302 -5.574 0.680 -0.20 0.24 0.68 0.335
H -3.254 -4.843 -0.420 0.45 0.24 0.21 0.236
H -2.813 -4.724 2.644 -0.31 -0.18 -0.07 0.256
H -1.874 -3.875 1.444 -0.19 0.14 -0.01 -0.088
H -0.877 -5.815 2.121 0.02 0.06 0.04 0.316
H -3.650 -2.793 0.582 0.18 -0.06 -0.09 0.284
C 1.289 1.187 1.492 -0.57 -0.91 -0.47 0.651
C 2.319 1.916 2.318 0.19 -0.18 0.30 -0.996
O 3.555 2.140 1.689 0.16 0.06 -1.01 -0.615
O 1.743 -0.061 0.963 1.86 0.62 1.61 -0.367
H 0.959 1.802 0.647 -0.19 0.34 0.50 0.031
H 0.403 0.959 2.098 0.15 0.48 0.07 -0.059
H 2.543 1.330 3.213 -0.08 0.04 0.05 0.448
H 1.901 2.883 2.616 -0.35 -0.10 0.16 0.298
H 3.371 2.495 0.787 0.31 -0.23 0.85 0.429
H 1.260 -0.349 0.174 -0.11 0.26 0.55 0.252
C 2.391 1.263 -1.504 -0.26 0.30 0.06 1.627
C 2.628 2.695 -1.915 0.48 -0.23 0.22 -0.515
O 3.121 3.300 -0.712 0.11 0.44 -0.37 -0.581
O 1.963 0.595 -2.654 -0.34 -0.59 -0.70 -0.618
H 1.631 1.259 -0.715 0.27 0.03 -0.75 -1.316
H 3.278 0.795 -1.069 0.20 0.24 -0.10 0.171
H 1.672 3.164 -2.174 1.13 -0.44 -0.71 0.082
H 3.335 2.726 -2.748 0.11 0.20 0.13 0.510
H 3.428 4.200 -0.842 -0.02 -0.04 -0.17 0.262
H 1.568 -0.242 -2.384 0.01 0.07 0.03 0.324
C 0.195 4.988 -0.063 -1.09 -0.01 -0.96 -0.848
C 0.020 4.028 -1.235 -0.25 -0.68 0.80 1.522
O -1.316 3.548 -1.349 0.51 0.26 -0.17 -0.609
O -0.200 4.411 1.171 0.68 0.20 -0.14 -0.469
H -0.424 5.866 -0.290 0.23 0.13 0.21 0.412
H 1.249 5.271 -0.085 -0.03 0.07 0.52 0.208
H 0.699 3.185 -1.036 -0.89 0.37 0.29 -1.449
H 0.350 4.509 -2.169 -0.10 0.15 0.13 0.539
H -1.241 2.666 -1.739 -0.39 0.08 0.35 0.186
H -1.095 4.698 1.357 -0.14 -0.14 -0.06 0.295
C 4.078 -3.930 -0.069 -1.10 -0.28 0.93 -0.570
C 3.283 -2.644 0.042 -1.12 -0.53 -1.23 0.382
O 4.148 -1.575 0.288 -0.42 0.34 0.22 -0.614
O 4.563 -4.395 1.202 1.04 0.07 -0.57 -0.528
H 4.925 -3.751 -0.731 0.16 -0.20 0.23 0.312
H 3.434 -4.730 -0.477 0.18 0.37 -0.23 0.297
H 2.376 -2.754 0.666 0.79 0.13 1.03 0.244
H 2.692 -2.512 -0.891 0.77 0.04 -0.41 -0.090
H 3.589 -0.787 0.416 0.11 -0.10 0.37 0.315
H 3.875 -4.449 1.863 -0.49 0.22 -0.15 0.299
Cl -1.507 -1.403 -5.330 0.34 -0.01 0.15 -0.232
C -1.100 -0.287 -3.983 -0.93 0.21 0.09 0.038
C -0.756 1.096 -4.486 -0.35 -0.36 0.14 0.306
Cl -2.186 1.845 -5.293 0.34 -0.05 0.00 -0.222
H -0.339 -0.709 -3.340 0.33 -0.11 -0.30 -0.165
H -1.999 -0.236 -3.373 -0.01 0.02 0.00 0.266
H 0.078 1.062 -5.178 -0.01 0.22 -0.07 0.401
H -0.544 1.732 -3.632 0.26 0.01 -0.02 -0.366
```
Positions in Å, forces in eV/Å.

Calculated values
Charge: -1
Molecular weight in g/mol: 570.82
Kohn-Sham gap in hartree: 0.3488
E_HOMO in eV: -7.306

Quick rundown of LUMO level, same order as above: 0.0248 -0.1881 0.0803 Ha